# 1
Computed, not measured: a cluster of 2 separate species, C2H4NO2 in total at a distorted geometry, with wB97M-V/def2-TZVPD.

Structure (XYZ):
```
9
Properties=species:S:1:pos:R:3:mulliken_charge:R:1
C 1.5346 0.4241 -0.1239 0.250
C -0.8074 0.6745 0.1324 -0.575
N -0.3648 -1.4393 0.3004 -0.295
O 1.3763 -0.7106 0.0836 -0.119
O -0.8496 -0.4912 -0.4248 0.027
H 1.1718 1.4478 -0.3362 0.471
H -1.1889 1.4412 -0.5780 0.437
H -0.5054 0.9608 1.2049 0.485
H -0.3667 -2.3072 -0.2584 0.319
```

Output
Electronic energy ... -283.30119 Eh
Orbital gap (spin up / spin down) ... 9.1 / 9.1 eV
Net charge ... +1

***

# 2
Computed, not measured: an isolated molecule of H2NO2P at a distorted geometry, with wB97M-V/def2-TZVPD.

Structure (XYZ):
```
6
Properties=species:S:1:pos:R:3:mulliken_charge:R:1
O 1.6739 -0.5090 -0.1524 -0.483
N 0.3761 -0.6596 -0.1550 0.744
O -0.2540 -1.3700 -0.8742 -0.474
P -0.3277 0.4955 0.9012 0.031
H 0.0950 1.3605 0.0002 0.098
H -1.5633 0.6826 0.2801 0.084
```

Output
Electronic energy ... -547.64202 Eh
SMILES ... O=[N+]([O-])P
Orbital gap ... 10.6 eV

***

# 3
Computed, not measured: a structure of composition C4H6O2 at a distorted geometry, with wB97M-V/def2-TZVPD.

Structure (XYZ):
```
12
Properties=species:S:1:pos:R:3:mulliken_charge:R:1
O -1.9410 -1.8141 0.7627 -0.476
C -1.3155 -0.8182 0.4876 -0.142
C 0.1124 -0.6320 -0.0292 0.112
C 0.0285 0.5617 -0.9952 -0.593
O 0.2986 1.5018 0.0418 -0.397
C 0.9743 0.4382 0.7396 -0.438
H -1.8028 0.1672 0.3517 0.327
H 0.5849 -1.5301 -0.4523 0.389
H 0.9259 0.2792 -1.5388 0.289
H -0.7592 0.8800 -1.6930 0.364
H 0.8344 0.4462 1.8176 0.301
H 2.0594 0.5201 0.5074 0.265
```

Output
Electronic energy ... -306.40622 Eh
Orbital gap ... 10.5 eV

***

# 4
Computed, not measured: an isolated molecule of C6H10N2S2 at a distorted geometry, with wB97M-V/def2-TZVPD.

Structure (XYZ):
```
20
Properties=species:S:1:pos:R:3:mulliken_charge:R:1
C -0.9600 -2.4241 0.1048 -0.991
C -0.0967 -1.4407 0.1258 0.235
N 1.2889 -1.4232 0.1909 -0.067
C 1.8909 -0.2040 0.2092 0.010
S 3.5196 0.1215 -0.0012 -0.363
N 0.8868 0.7211 0.0601 -0.021
C 1.1224 2.1507 0.4240 -0.947
C -0.4581 0.0578 -0.0265 0.789
C -1.2521 0.4837 -1.2651 -1.590
S -1.3470 0.4087 1.5728 -0.183
H -0.5941 -3.4145 0.2935 0.336
H -2.0737 -2.1127 -0.0495 0.148
H 1.8462 -2.1588 0.5522 0.256
H 0.3999 2.6597 -0.2079 0.308
H 0.8888 2.3917 1.5652 0.244
H 2.0726 2.4564 0.1900 0.392
H -2.0315 -0.2517 -1.3953 0.430
H -0.6852 0.3731 -2.1102 0.448
H -1.8681 1.3413 -1.2714 0.424
H -2.5495 0.2641 1.0387 0.143
```

Output
Electronic energy ... -1140.46785 Eh
SMILES ... C=C1NC(=S)N(C)[C@]1(C)S
Orbital gap ... 8.9 eV

***

# 5
Computed, not measured: an isolated molecule of HNO3P2 at a distorted geometry, with wB97M-V/def2-TZVPD.

Structure (XYZ):
```
7
Properties=species:S:1:pos:R:3:mulliken_charge:R:1
N 0.4616 -0.9344 0.6476 0.716
O 1.2205 -1.4784 1.3988 -0.449
O -0.8278 -0.9149 0.5966 -0.367
O -2.3372 0.7569 -1.2028 -0.427
P -1.2915 0.8798 -0.2217 0.387
P 0.8848 0.3735 -0.8013 0.027
H 1.8896 1.3176 -0.4171 0.112
```

Output
Electronic energy ... -963.63965 Eh
Orbital gap (spin up / spin down) ... 7.8 / 7.8 eV

***

# 6
Computed, not measured: a cluster of 3 separate species, C34H76N2O7 in total, with wB97M-V/def2-TZVPD.

Structure (XYZ):
```
119
Properties=species:S:1:pos:R:3:mulliken_charge:R:1
C 11.3703 -5.9152 1.2526 -1.246
C 10.2081 -4.9631 0.9436 -0.352
C 10.4046 -3.5393 1.4898 -0.627
C 9.6818 -3.2899 2.8154 -0.984
C 8.1696 -3.1198 2.6432 -0.640
C 7.7628 -1.7041 2.1898 -0.618
C 6.9742 -1.6761 0.8776 -0.973
C 5.4925 -2.0117 1.0587 -0.770
C 4.6866 -0.9011 1.7583 -0.672
C 3.7291 -0.1170 0.8397 -0.577
C 2.2955 -0.0549 1.3635 -0.977
C 1.3068 0.5393 0.3617 -0.691
C 1.0128 -0.3624 -0.8468 -0.655
C -0.2560 -1.2164 -0.6777 -0.687
C -1.4864 -0.6239 -1.3775 -0.409
C -2.5950 -1.5947 -1.7927 -1.104
C -3.1983 -2.4413 -0.6775 -0.006
N -2.3872 -3.5403 -0.1958 -0.500
O -4.4132 -2.9492 -1.2087 -0.290
C -5.2905 -3.5255 -0.2510 0.508
C -6.1673 -2.4349 0.3503 -0.768
O -6.8665 -2.9665 1.4587 -0.128
C -8.2372 -2.6243 1.5651 -0.393
C -8.6742 -2.4247 3.0328 -0.909
C -7.7184 -2.9789 4.1015 -0.523
C -8.1148 -4.3596 4.6682 -0.517
N -8.4899 -4.3824 6.0830 -0.657
C -6.1258 -4.5852 -0.9465 -0.911
C -5.2930 -5.7313 -1.5238 0.511
C -5.0384 -6.8235 -0.5077 -1.531
O -5.9659 -6.3433 -2.6296 -0.602
H 12.3154 -5.3746 1.3303 0.318
H 11.2248 -6.4462 2.1948 0.294
H 11.4902 -6.6682 0.4732 0.345
H 9.2917 -5.3775 1.3731 0.249
H 10.0399 -4.9328 -0.1343 0.343
H 11.4733 -3.3488 1.6192 0.455
H 10.0523 -2.8065 0.7565 0.316
H 10.0853 -2.3858 3.2814 0.407
H 9.8944 -4.1125 3.5058 0.347
H 7.6642 -3.3850 3.5740 0.404
H 7.8166 -3.8401 1.8969 0.299
H 8.6574 -1.0837 2.0858 0.446
H 7.1640 -1.2334 2.9741 0.363
H 7.0651 -0.6961 0.3981 0.416
H 7.4227 -2.3974 0.1866 0.377
H 5.4135 -2.9486 1.6191 0.329
H 5.0523 -2.2110 0.0781 0.482
H 5.3834 -0.2007 2.2259 0.380
H 4.1095 -1.3302 2.5816 0.430
H 4.0866 0.9088 0.7103 0.218
H 3.7343 -0.5609 -0.1593 0.364
H 1.9706 -1.0603 1.6589 0.411
H 2.2866 0.5538 2.2731 0.311
H 0.3624 0.7505 0.8751 0.427
H 1.6882 1.5085 0.0253 0.324
H 0.9153 0.2555 -1.7428 0.442
H 1.8651 -1.0199 -1.0312 0.338
H -0.4612 -1.3069 0.3947 0.255
H -0.0792 -2.2327 -1.0342 0.348
H -1.1455 -0.1065 -2.2783 0.415
H -1.9336 0.1513 -0.7446 0.271
H -3.4198 -1.0091 -2.2045 0.395
H -2.2560 -2.2578 -2.5965 0.278
H -3.4158 -1.7972 0.1863 0.333
H -1.7479 -3.8752 -0.9048 0.243
H -1.8538 -3.2978 0.6262 0.226
H -4.7069 -3.9897 0.5530 0.242
H -5.5541 -1.5861 0.6762 0.163
H -6.8615 -2.0732 -0.4167 0.411
H -8.8365 -3.4153 1.0996 0.208
H -8.4245 -1.7068 1.0002 0.381
H -9.6451 -2.9117 3.1525 0.423
H -8.8462 -1.3618 3.2085 0.360
H -6.7132 -3.0297 3.6861 0.233
H -7.6707 -2.2689 4.9304 0.416
H -8.9486 -4.7588 4.0812 0.324
H -7.2920 -5.0636 4.5361 0.280
H -7.7026 -4.6178 6.6705 0.241
H -8.8438 -3.4862 6.3908 0.253
H -6.6956 -4.1110 -1.7521 0.360
H -6.8456 -4.9833 -0.2260 0.209
H -4.3351 -5.3213 -1.8575 0.158
H -5.9860 -7.2546 -0.1780 0.358
H -4.4259 -7.6152 -0.9378 0.380
H -4.5242 -6.4181 0.3658 0.342
H -5.8564 -5.7807 -3.3972 0.364
C -0.9452 3.4696 -0.9794 -0.652
O 0.3551 3.9446 -1.2661 -0.218
C 0.3735 5.1234 -2.0527 -0.681
C 0.6360 6.3576 -1.2183 -0.491
O -0.4260 6.6187 -0.3162 -0.319
C -0.1522 6.2290 1.0150 -0.681
H -0.8328 2.6505 -0.2701 0.095
H -1.5758 4.2456 -0.5376 0.378
H -1.4333 3.0877 -1.8835 0.335
H -0.5761 5.2381 -2.5875 0.344
H 1.1703 5.0192 -2.7954 0.388
H 0.7317 7.2240 -1.8815 0.319
H 1.5801 6.2403 -0.6755 0.385
H 0.6369 6.8501 1.4527 0.316
H 0.1511 5.1800 1.0752 0.224
H -1.0680 6.3719 1.5860 0.247
C -1.0781 11.8737 -5.2812 -0.678
O -1.0224 10.5819 -5.8539 -0.369
C 0.2344 9.9465 -5.7087 -0.703
C 0.2258 8.9213 -4.5950 -0.332
O 0.0499 9.5185 -3.3230 -0.383
C -1.2686 9.4040 -2.8184 -0.710
H -2.1103 12.2114 -5.3531 0.235
H -0.7730 11.8645 -4.2316 0.292
H -0.4385 12.5747 -5.8288 0.325
H 1.0176 10.6879 -5.5162 0.343
H 0.4678 9.4442 -6.6522 0.399
H 1.1862 8.3958 -4.5905 0.371
H -0.5637 8.1848 -4.7830 0.332
H -1.5030 8.3610 -2.5781 0.291
H -2.0101 9.7813 -3.5271 0.357
H -1.3143 9.9883 -1.9014 0.233
```

Output
Electronic energy ... -1977.12511 Eh
SMILES ... CCCCCCCCCCCCCCCC[C@H](N)O[C@@H](COCCCCN)C[C@@H](C)O.COCCOC.COCCOC
Orbital gap ... 9.6 eV

***

# 7
Computed, not measured: a cluster of 3 separate species, C15H32F4N2O5 in total, with wB97M-V/def2-TZVPD.

Structure (XYZ):
```
58
Properties=species:S:1:pos:R:3:mulliken_charge:R:1
C -2.5570 -0.7552 1.4247 -1.141
C -2.6928 0.5932 0.7575 0.460
F -3.8975 0.6550 0.0323 -0.364
C -1.5876 0.9201 -0.2500 -0.635
O -0.3577 0.3250 0.2039 -0.243
C 0.5490 0.1234 -0.7538 0.680
O 0.6561 0.7709 -1.7632 -0.543
O 1.3273 -0.9140 -0.4057 -0.401
C 2.6177 -0.9067 -1.0400 -0.397
C 3.5552 0.1009 -0.3619 -0.937
C 4.1774 1.1482 -1.2795 1.136
F 3.9997 0.9012 -2.5868 -0.285
F 3.6880 2.3782 -1.0397 -0.287
F 5.5080 1.2292 -1.0841 -0.326
H -1.7625 -0.7094 2.1727 0.315
H -2.2982 -1.5377 0.7093 0.270
H -3.4800 -1.0259 1.9409 0.360
H -2.7556 1.3833 1.5130 0.193
H -1.4522 2.0008 -0.3294 0.320
H -1.8721 0.5170 -1.2245 0.400
H 2.5073 -0.7295 -2.1067 0.369
H 2.9982 -1.9188 -0.9059 0.325
H 3.0213 0.6348 0.4270 0.379
H 4.3751 -0.4242 0.1298 0.349
C 2.9690 5.4329 -5.3272 -0.621
O 2.1360 4.5690 -6.0742 -0.415
C 2.0068 3.2570 -5.5607 -0.891
C 0.9943 3.1007 -4.4197 0.710
C 1.4802 3.6403 -3.0805 -1.256
N -0.3052 3.7018 -4.7386 -0.744
H 3.8161 4.8923 -4.8936 0.278
H 2.4198 5.9389 -4.5296 0.231
H 3.3495 6.1909 -6.0117 0.268
H 1.6626 2.6529 -6.4044 0.402
H 2.9915 2.8705 -5.2628 0.390
H 0.8358 2.0250 -4.2956 0.317
H 1.4009 4.7271 -3.0253 0.320
H 0.8717 3.2278 -2.2776 0.162
H 2.5158 3.3640 -2.8970 0.258
H -0.6963 3.2500 -5.5598 0.285
H -0.1428 4.6629 -5.0268 0.300
C -2.9639 -5.0250 3.1550 -0.736
O -2.9304 -3.6772 3.5833 -0.270
C -3.3824 -3.4451 4.9027 -0.768
C -2.3516 -3.7348 6.0010 0.369
C -2.1325 -5.2191 6.2768 -1.402
N -1.0562 -3.1037 5.7341 -0.718
H -3.8214 -5.5565 3.5783 0.328
H -2.0452 -5.5567 3.4142 0.256
H -3.0553 -5.0187 2.0693 0.242
H -3.6218 -2.3789 4.9390 0.348
H -4.3163 -3.9941 5.0845 0.400
H -2.7498 -3.2876 6.9171 0.382
H -1.4966 -5.6809 5.5218 0.293
H -1.6371 -5.3494 7.2383 0.354
H -3.0794 -5.7616 6.3078 0.344
H -1.1730 -2.0962 5.6813 0.272
H -0.7600 -3.3782 4.8012 0.312
```

Output
Electronic energy ... -1475.89746 Eh
SMILES ... C[C@H](F)COC(=O)OCCC(F)(F)F.COC[C@@H](C)N.COC[C@@H](C)N
Orbital gap ... 9.4 eV

***

# 8
Computed, not measured: a cluster of 2 separate species, CH2N2OS in total at a distorted geometry, with wB97M-V/def2-TZVPD.

Structure (XYZ):
```
7
Properties=species:S:1:pos:R:3:mulliken_charge:R:1
C -2.8119 -0.1383 -0.6736 -0.185
N -2.0496 -0.8262 -0.1397 -0.137
N 1.9182 1.4198 0.1326 -0.409
O 0.8190 -0.8026 -0.0762 -0.504
S 1.9841 0.0192 -0.4056 0.557
H 1.2918 1.5140 0.9639 0.306
H -1.1515 -1.1859 0.1986 0.371
```

Output
Electronic energy ... -622.16353 Eh
Orbital gap ... 9.9 eV